1.
The molecule C3H2O2S, computed with the ωB97M-V functional and the def2-TZVPD basis.

Last column: Löwdin charge in e.
Element x y z (Å)
S -2.818888 -0.066310 -0.458549  0.725
C -1.199645 0.028650 -0.385069  -0.872
O -0.307138 -0.949108 -0.761362  0.014
C 0.901768 -0.552367 -0.271092  -0.094
C 0.749116 0.570004 0.498125  -0.107
O -0.507649 0.874729 0.376377  -0.010
H 1.797711 -1.255902 -0.132880  0.156
H 1.384726 1.350305 1.134450  0.188

Force components x, y, z for each atom (eV/Å):
0.3068 0.2459 -0.5528
-0.1673 -1.7078 1.0102
-0.1085 0.9690 -0.1930
3.2815 -0.2869 2.6673
3.3780 -0.4825 -0.2246
-3.5961 2.6617 0.1177
-1.8010 0.9992 -1.0959
-1.2933 -2.3986 -1.7289

Calculated values
Frontier orbital gap ... 9.29 eV
Charge ... 0
SMILES ... S=c1occo1
M ... 102.1 u
Energy relative to the best compared isomer or geometry (same formula, charge and spin) ... 137.1 kJ/mol

---

2.
A structure of composition C4H6O2, computed with the ωB97M-V functional and the def2-TZVPD basis.

Last column: Löwdin charge in e.
Element x y z (Å)
O -0.397155 1.058505 -1.634312  0.016
C 0.029825 1.117237 -0.313463  -0.290
C -0.357043 0.136725 0.756223  -0.108
C -0.311440 -1.276880 0.196409  -0.141
O 1.003656 -1.083320 -0.350484  -0.056
C 1.072307 0.208082 0.236166  -0.189
H -1.161426 0.472410 -1.688117  0.096
H 0.100685 2.137608 0.064727  0.152
H -0.791074 0.421862 1.708417  0.131
H -0.295365 -2.039707 0.982326  0.125
H -1.047398 -1.561074 -0.568744  0.117
H 2.010638 0.508653 0.693598  0.148

Force components x, y, z for each atom (eV/Å):
-0.2219 -0.1687 -0.0612
0.0783 0.0976 0.2387
-0.1985 0.0165 0.1790
-0.3084 -0.1581 0.0109
0.0977 -0.0244 -0.0325
0.3829 0.2010 0.0603
0.1161 0.1149 -0.0471
0.0232 -0.1658 -0.0728
0.0749 -0.0408 -0.1740
0.0151 0.1027 -0.1194
0.1041 0.0503 0.0960
-0.1635 -0.0251 -0.0778

Calculated values
Frontier orbital gap ... 10.17 eV
Charge ... 0
M ... 86.1 u
Energy relative to the best compared isomer or geometry (same formula, charge and spin) ... 285.8 kJ/mol

---

3.
The molecule C2H6BrP, computed with the ωB97M-V functional and the def2-TZVPD basis.

Last column: Löwdin charge in e.
Element x y z (Å)
C 0.709747 -0.073713 0.838861  -0.236
C -0.575081 -0.409354 0.117492  -0.869
P -0.645778 -0.029541 -1.701913  0.729
Br -2.052683 1.001352 0.849439  0.389
H 0.727108 0.981234 1.115171  0.052
H 1.570862 -0.259219 0.195332  0.059
H 0.821109 -0.661121 1.750732  0.072
H -0.999178 -1.380421 0.355079  0.036
H -0.221610 1.292569 -1.550266  -0.112
H 0.665504 -0.461788 -1.969927  -0.119

Force components x, y, z for each atom (eV/Å):
0.0276 -0.0147 0.2606
-0.9679 1.6205 0.2894
-0.3437 -0.2220 0.1225
1.0253 -1.4556 -0.4980
0.0662 -0.0874 -0.1090
-0.0248 -0.1209 -0.0122
-0.0198 0.0442 0.0202
-0.0858 0.1157 0.0419
0.0827 0.3449 -0.0073
0.2402 -0.2248 -0.1083

Calculated values
Frontier orbital gap ... 10.12 eV
Charge ... 0
SMILES ... C[C@H](P)Br
M ... 140.9 u
Energy relative to the best compared isomer or geometry (same formula, charge and spin) ... 135.9 kJ/mol

---

4.
A structure of composition C14H23N3O5Sn, computed with the ωB97M-V functional and the def2-TZVPD basis.

Last column: Löwdin charge in e.
Element x y z (Å)
C 1.644487 6.119530 -0.612338  -0.137
C 0.756039 6.692556 -1.666986  -0.250
H 2.692392 6.196623 -0.930973  0.134
H 1.555655 6.734645 0.300049  0.138
C -0.361592 6.081213 -2.103538  -0.244
C -0.838622 4.785146 -1.506924  -0.100
H -0.609064 3.959944 -2.211358  0.139
H -1.932749 4.807240 -1.412773  0.110
C 1.176865 8.017937 -2.223160  -0.039
H 2.034644 8.423171 -1.673964  0.087
H 0.372512 8.764558 -2.166681  0.094
H 1.476486 7.958025 -3.279160  0.099
C -1.168198 6.689533 -3.211401  -0.043
H -0.530857 6.913098 -4.082657  0.095
H -1.640235 7.641185 -2.911204  0.099
H -1.968486 6.015917 -3.539621  0.081
Sn -0.030866 0.319709 -0.933044  1.589
O 0.337425 2.192786 0.458055  -0.114
C -0.529238 3.083159 0.317115  -0.326
O -1.786844 0.437787 0.441519  -0.073
C -2.316063 1.505513 0.838752  -0.425
O -3.418606 1.503430 1.541058  0.144
N -1.869941 2.791903 0.574584  0.100
C -3.842050 2.903723 1.768169  -0.023
C -2.890359 3.772808 1.001164  -0.051
H -3.794261 3.095641 2.846493  0.152
H -4.866097 2.994418 1.392827  0.153
H -2.424096 4.580177 1.569012  0.147
H -3.362027 4.216571 0.116684  0.140
C -0.193225 4.478837 -0.142917  -0.220
C 1.321154 4.663229 -0.262709  -0.136
H -0.591056 5.183383 0.616857  0.172
H 1.696753 3.984341 -1.043928  0.133
H 1.792344 4.373554 0.684425  0.127
C 0.555144 -4.238723 -2.305210  0.017
O 1.136660 -3.836108 -1.030062  0.014
C 0.685180 -2.678265 -0.542711  -0.559
O -0.382189 -2.111058 -0.879279  -0.087
N 1.536260 -2.118161 0.333079  0.048
N 1.187021 -0.864926 0.886758  0.013
H 1.078794 -5.166874 -2.544751  0.113
H 0.732793 -3.486523 -3.083664  0.107
H -0.523349 -4.406005 -2.199892  0.108
H 2.378942 -2.614566 0.611762  0.192
H 0.535378 -0.996041 1.669936  0.138
H 2.028858 -0.404402 1.244949  0.143

Force components x, y, z for each atom (eV/Å):
0.0659 -0.2787 0.5638
-0.6849 -0.2732 -0.3992
-0.2001 -0.0152 0.0772
0.1282 -0.0852 -0.2223
0.9412 0.6215 0.4901
-0.4546 -0.5460 -0.2170
-0.1095 0.1158 0.1960
0.1434 0.0393 -0.1017
0.2051 0.5060 -0.0950
-0.1748 -0.0938 -0.0909
0.1454 -0.2072 -0.0239
-0.0916 -0.0808 0.2011
-0.3100 0.0615 -0.3406
-0.2721 -0.0901 0.2705
0.1602 -0.3348 -0.0490
0.1291 0.1412 -0.0087
-0.1212 -0.8331 0.5573
-0.9421 0.2636 -0.6829
0.3610 0.0823 0.1397
-0.2344 1.0443 0.2829
-0.0026 -0.7895 0.0638
0.6276 0.6307 -0.6660
0.5812 -0.3567 0.0785
-0.8688 -0.3302 0.9180
0.5725 0.5812 -1.1804
-0.1554 -0.2809 -0.2929
0.2458 -0.1808 0.2826
-0.1715 -0.2578 0.1388
0.0962 -0.1155 0.2158
0.2651 0.1021 0.3551
0.0670 -0.0441 0.2090
0.1287 -0.1748 -0.3429
-0.0789 0.1885 0.1587
0.0754 0.0849 -0.2427
-0.3316 -0.5052 -0.2480
-0.6250 1.6551 0.4802
-0.4475 -0.7819 -1.1844
1.1710 0.3234 0.1930
0.4030 -0.0422 0.2776
-0.2998 0.0248 -0.0204
-0.2204 0.2405 0.0091
0.1070 -0.1085 0.3666
0.3691 -0.0116 0.0590
-0.2282 0.2308 0.1010
0.2541 0.0064 -0.0713
-0.2182 -0.1258 -0.2050

Calculated values
Frontier orbital gap ... 6.21 eV
Charge ... +2
M ... 432.1 u

---

5.
A cluster of 2 separate species, Cl2O8 in total, computed with the ωB97M-V functional and the def2-TZVPD basis.

Last column: Löwdin charge in e.
Element x y z (Å)
Cl 7.105205 3.129740 3.021440  0.658
O 8.595705 3.043670 3.008250  -0.445
O 6.870515 4.554890 2.720740  -0.429
O 6.640885 2.415310 1.867730  -0.406
O 6.354635 2.935420 4.267420  -0.378
Cl 4.163615 5.997290 4.769340  0.543
O 4.660355 7.245930 4.608690  -0.355
O 3.920935 5.421040 3.495600  -0.376
O 4.893195 5.050810 5.603190  -0.374
O 2.865235 6.306110 5.284700  -0.438

Force components x, y, z for each atom (eV/Å):
0.4135 6.1055 -1.0106
-1.1421 -1.6004 1.5167
0.1360 -0.7604 0.0966
-0.6862 -2.0167 0.2303
1.7254 -2.0435 -1.0700
-3.6535 -4.7959 -0.2094
5.3750 5.8043 -0.4204
0.5452 -1.1948 -1.4660
-0.1857 1.5290 -0.1159
-2.5277 -1.0269 2.4488

Calculated values
Frontier orbital gap ... 8.34 eV
Charge ... -2
M ... 198.9 u
Energy relative to the best compared isomer or geometry (same formula, charge and spin) ... 179.3 kJ/mol

---

6.
A cluster of 4 separate species, C25H31NO2 in total, computed with the ωB97M-V functional and the def2-TZVPD basis.

Last column: Löwdin charge in e.
Element x y z (Å)
O 3.062080 1.191805 2.801718  -0.023
C 2.965664 0.612550 1.602685  -0.274
C 3.513630 1.153297 0.118622  -0.118
C 2.747763 0.214292 -1.034350  -0.127
C 1.475236 -0.256091 -0.057205  -0.298
C 0.358496 -1.288168 -0.669476  -0.145
C -1.184953 -0.728495 -0.659009  -0.179
C -1.665406 -0.054014 0.756844  -0.224
O -2.684995 0.987945 0.402079  -0.166
N 2.279017 -0.700208 1.182660  -0.005
H 3.142680 2.282885 0.166147  0.130
H 4.668432 1.024179 0.256138  0.121
H 2.414073 1.035454 -1.810999  0.113
H 3.498602 -0.627473 -1.381646  0.115
H 1.063239 0.792706 0.273020  0.137
H 0.640575 -1.547575 -1.788782  0.122
H 0.365849 -2.293995 -0.043641  0.121
H -1.367891 -0.022610 -1.600876  0.120
H -1.883955 -1.675782 -0.853679  0.126
H -0.822747 0.519953 1.342357  0.111
H -2.164427 -0.867182 1.439850  0.136
H -2.178918 1.625529 -0.213287  0.096
H 3.072313 -1.307444 0.814951  0.104
C -3.620280 1.044589 6.467106  -0.102
C -2.293732 1.025462 6.896889  -0.101
C -1.258254 0.977048 5.964039  -0.094
C -1.549519 0.943332 4.600127  -0.090
C -2.876295 0.953064 4.170574  -0.091
C -3.911770 1.005277 5.103286  -0.095
H -4.426721 1.089097 7.194007  0.098
H -2.066652 1.049145 7.959791  0.098
H -0.224460 0.965604 6.299272  0.101
H -0.742985 0.908223 3.873039  0.091
H -3.103673 0.920788 3.107838  0.083
H -4.945601 1.015228 4.768313  0.100
C 2.791141 -4.728050 -0.440965  -0.099
C 3.928501 -3.952472 -0.663905  -0.112
C 4.389335 -3.746621 -1.963915  -0.106
C 3.714784 -4.320424 -3.041857  -0.096
C 2.582783 -5.103695 -2.818238  -0.094
C 2.119700 -5.306493 -1.518502  -0.095
H 2.428432 -4.882719 0.571573  0.104
H 4.455754 -3.507368 0.176197  0.098
H 5.273791 -3.139300 -2.137526  0.100
H 4.072049 -4.158113 -4.054973  0.101
H 2.060350 -5.555895 -3.657719  0.101
H 1.236174 -5.914972 -1.344584  0.102
C -2.592850 2.955070 -5.142376  -0.095
C -3.612043 3.745595 -4.612162  -0.094
C -3.463401 4.323424 -3.351691  -0.092
C -2.296283 4.107068 -2.618715  -0.101
C -1.280924 3.308922 -3.144980  -0.110
C -1.427935 2.734121 -4.407073  -0.100
H -2.706171 2.510474 -6.127366  0.100
H -4.522674 3.912194 -5.182146  0.101
H -4.256504 4.942249 -2.940247  0.102
H -2.179092 4.559207 -1.637785  0.101
H -0.373719 3.135298 -2.571410  0.094
H -0.635611 2.114085 -4.818036  0.099

Force components x, y, z for each atom (eV/Å):
-0.7489 -4.0837 -7.7950
0.4543 1.5897 2.7148
-0.4648 0.5145 2.2172
0.0202 2.1503 1.7751
1.7023 1.0022 -0.7199
0.0438 -0.3782 0.2562
0.0217 -0.8819 -0.1915
-0.0622 0.5661 -0.8714
2.2018 -0.0845 -0.5964
0.0713 0.7697 0.5898
1.2483 -2.2627 -0.6855
-2.0873 0.5938 -0.7281
0.7506 -2.2368 0.9444
-1.9471 1.6293 0.4213
0.0832 -2.1242 -0.8106
-0.4710 0.4906 2.3709
0.2327 2.1293 -1.2787
0.4302 -1.1690 2.2771
1.4986 2.0946 0.3659
-1.3798 -1.5269 -1.1140
0.9099 1.8157 -1.3215
-1.2937 -1.4735 1.4330
-1.2349 0.8071 0.6909
0.1232 -0.0182 -0.1549
-0.0314 0.0058 -0.1625
-0.1460 0.0015 -0.0601
-0.1617 -0.0037 0.1559
0.0166 -0.0117 0.1010
0.1827 -0.0030 0.1142
0.1082 -0.0151 -0.0937
-0.0323 0.0050 -0.1606
-0.1475 0.0021 -0.0608
-0.0727 -0.0086 0.1099
0.0279 0.0570 0.1318
0.1488 0.0028 0.0385
0.0174 0.0130 -0.1547
-0.1244 -0.0128 -0.1381
-0.1596 -0.0694 0.0008
-0.0552 -0.0142 0.1756
0.0661 0.0804 0.1174
0.1542 0.1235 -0.0039
0.0591 0.0192 -0.1339
-0.0461 -0.0868 -0.0899
-0.1056 -0.0946 0.0192
-0.0414 -0.0312 0.1394
0.0837 0.0768 0.1337
0.1314 0.0899 -0.0239
0.0476 0.0581 0.1909
0.1459 -0.0082 0.0929
0.1295 -0.1036 -0.0617
-0.0432 -0.0962 -0.1490
-0.1573 0.0053 -0.0782
-0.1533 0.0800 0.0408
0.0135 0.0553 0.1450
0.1488 -0.0204 0.0897
0.1234 -0.0992 -0.0590
-0.0218 -0.0464 -0.1219
-0.1002 0.0461 -0.0861
-0.1076 0.0903 0.0527

Calculated values
Frontier orbital gap ... 9.57 eV
Charge ... 0
SMILES ... O=C1CC[C@@H](CCCO)N1.c1ccccc1.c1ccccc1.c1ccccc1
M ... 377.5 u
Energy relative to the best compared isomer or geometry (same formula, charge and spin) ... 611.5 kJ/mol

---

| no. | largest force on an atom (eV/A) |
| --- | --- |
| 1 | 4.48 |
| 2 | 0.44 |
| 3 | 1.91 |
| 4 | 1.83 |
| 5 | 7.92 |
| 6 | 8.83 |